1.
# C15H46BN8O7Pd

C15H46BN8O7Pd as an isolated structure at a distorted geometry (ωB97M-V/def2-TZVPD, OMol25).

CARTESIAN COORDINATES (ANGSTROEM)
Pd: 1.747 -0.767 1.719
B: -0.367 0.330 1.166
H: -0.803 -0.722 1.179
H: 0.522 0.517 0.474
H: -1.186 1.107 1.071
H: 0.074 0.447 2.224
C: -2.839 -2.156 -0.233
O: -3.135 -2.530 -1.581
C: -4.308 -1.966 -2.134
C: -4.169 -0.558 -2.751
N: -3.355 -0.539 -3.951
C: -2.994 0.831 -4.365
C: -2.337 0.696 -5.716
O: -0.997 0.248 -5.585
C: -0.311 0.307 -6.818
H: -3.536 -2.664 0.436
H: -3.170 -1.118 -0.101
H: -1.781 -2.197 0.001
H: -5.129 -2.050 -1.417
H: -4.472 -2.711 -2.915
H: -3.875 0.153 -1.966
H: -5.156 -0.217 -3.074
H: -2.476 -0.997 -3.728
H: -2.324 1.297 -3.632
H: -3.915 1.414 -4.344
H: -2.237 1.646 -6.255
H: -2.939 0.025 -6.335
H: 0.660 -0.118 -6.570
H: -0.282 1.302 -7.271
H: -0.791 -0.294 -7.598
C: 5.680 1.529 -1.768
O: 5.517 0.636 -0.651
C: 5.599 1.207 0.655
C: 4.577 0.585 1.553
N: 3.204 0.901 1.104
C: 2.573 2.118 1.679
C: 2.389 1.913 3.216
O: 2.007 0.607 3.602
C: 2.110 0.398 4.986
H: 5.762 0.875 -2.635
H: 6.608 2.096 -1.708
H: 4.796 2.150 -1.918
H: 5.395 2.273 0.503
H: 6.599 1.101 1.080
H: 4.699 0.651 2.631
H: 4.721 -0.468 1.282
H: 3.281 1.316 0.176
H: 1.661 2.412 1.167
H: 3.284 2.949 1.687
H: 1.635 2.647 3.513
H: 3.320 2.208 3.703
H: 1.475 -0.395 5.379
H: 1.594 1.256 5.439
H: 3.047 0.403 5.548
C: 1.763 -1.558 -1.379
O: 1.748 -1.784 -0.144
N: 2.392 -2.346 -2.251
N: 1.147 -0.465 -1.861
H: 2.603 -2.052 -3.188
H: 2.715 -3.248 -1.943
H: 0.974 -0.374 -2.848
H: 0.556 -0.073 -1.140
C: -2.499 -3.070 3.712
O: -3.385 -3.690 4.283
N: -2.729 -1.935 2.988
N: -1.210 -3.456 3.827
H: -1.943 -1.588 2.466
H: -3.380 -1.268 3.369
H: -0.425 -2.923 3.488
H: -1.026 -4.215 4.461
C: -3.251 1.846 3.696
O: -4.047 1.965 4.619
N: -3.445 2.200 2.386
N: -2.004 1.302 3.811
H: -2.885 1.783 1.670
H: -4.163 2.849 2.119
H: -1.509 0.983 2.990
H: -1.650 1.034 4.714

Output
Orbital gap (alpha / beta) = 7.111 / 4.324 eV
Electronic energy = -46699.5741 eV
Total charge = +1
Multiplicity = 3

Results of the Löwdin charge analysis, in e, for atoms 1 through 5:
1. Pd 1.1120
2. B -0.3998
3. H -0.0363
4. H -0.0508
5. H 0.0079

=====

2.
# C15H46N8O9

A 7-piece molecular cluster, C15H46N8O9 overall at a distorted geometry (ωB97M-V/def2-TZVPD, OMol25).

CARTESIAN COORDINATES (ANGSTROEM)
C: 6.549 2.626 8.645
O: 5.516 3.543 8.914
C: 4.296 3.321 8.295
C: 3.248 4.431 8.669
C: 3.123 4.792 10.070
N: 1.887 4.051 8.216
H: 7.520 3.055 8.892
H: 6.704 2.378 7.595
H: 6.488 1.685 9.191
H: 4.552 3.298 7.235
H: 3.943 2.392 8.743
H: 3.374 5.271 7.987
H: 3.093 3.886 10.675
H: 2.146 5.224 10.288
H: 3.970 5.361 10.454
H: 1.902 3.645 7.292
H: 1.578 3.295 8.811
C: -5.966 -1.106 -8.189
O: -5.591 -0.864 -9.551
C: -4.546 -1.647 -10.152
C: -5.006 -3.099 -10.397
C: -3.818 -3.931 -10.973
N: -6.000 -3.011 -11.472
H: -5.099 -0.860 -7.575
H: -6.253 -2.153 -8.087
H: -6.691 -0.494 -7.652
H: -4.186 -1.397 -11.150
H: -3.712 -1.764 -9.461
H: -5.203 -3.529 -9.415
H: -4.059 -4.994 -10.955
H: -2.930 -3.806 -10.354
H: -3.509 -3.586 -11.960
H: -6.400 -3.939 -11.479
H: -6.679 -2.372 -11.084
N: -9.099 1.024 -0.294
C: -8.269 1.164 0.635
N: -8.725 1.786 1.698
O: -7.108 0.858 0.449
H: -8.781 0.579 -1.142
H: -10.041 1.377 -0.208
H: -9.731 1.823 1.612
H: -8.156 2.219 2.411
N: 7.138 3.413 -4.095
C: 8.350 3.734 -4.397
N: 8.344 4.394 -5.527
O: 9.326 3.306 -3.818
H: 6.911 2.733 -3.383
H: 6.448 3.916 -4.633
H: 9.208 4.434 -6.048
H: 7.597 5.011 -5.812
N: 6.887 -1.854 2.796
C: 7.070 -0.902 1.961
N: 8.259 -0.789 1.521
O: 6.174 -0.293 1.407
H: 5.954 -2.023 3.145
H: 7.711 -2.302 3.171
H: 8.382 -0.196 0.713
H: 9.056 -1.157 2.020
O: -2.811 -6.775 4.468
C: -3.501 -7.237 3.349
C: -3.290 -6.177 2.192
O: -4.375 -6.212 1.201
H: -3.501 -6.361 4.991
H: -3.393 -8.262 2.994
H: -4.559 -7.216 3.610
H: -2.328 -6.299 1.695
H: -3.408 -5.175 2.603
H: -5.271 -6.322 1.526
O: 0.844 1.725 2.318
C: -0.128 1.197 1.433
C: -0.030 1.841 0.040
O: -0.739 0.918 -0.718
H: 1.669 1.418 1.934
H: 0.140 0.163 1.217
H: -1.130 1.128 1.856
H: 0.911 1.906 -0.506
H: -0.578 2.783 0.047
H: -1.669 1.002 -0.497

Output
Energy above the lowest of the compared OMol25 structures with the same formula, charge and spin = 5.4143 eV
Orbital gap = 9.897 eV
Electronic energy = -46644.9221 eV
SMILES = COC[C@H](C)N.COC[C@H](C)N.NC(N)=O.NC(N)=O.NC(N)=O.OCCO.OCCO
Multiplicity = 1

Results of the Löwdin charge analysis, in e, for atoms 1 through 5:
1. C -0.1197
2. O -0.1953
3. C -0.1969
4. C -0.4400
5. C -0.0835

=====

3.
# C15H48N12O9

A 9-piece molecular cluster, C15H48N12O9 overall at a distorted geometry (ωB97M-V/def2-TZVPD, OMol25).

CARTESIAN COORDINATES (ANGSTROEM)
N: 10.639 -22.826 -23.826
C: 9.914 -23.210 -24.838
N: 10.342 -22.753 -25.929
O: 8.735 -23.933 -24.768
H: 10.451 -23.361 -22.985
H: 11.665 -22.520 -23.866
H: 9.845 -22.984 -26.730
H: 11.278 -22.290 -26.067
N: 7.690 -22.086 -21.174
C: 7.405 -21.454 -22.257
N: 8.493 -21.277 -22.942
O: 6.191 -20.885 -22.591
H: 6.823 -22.262 -20.587
H: 8.575 -22.522 -20.852
H: 8.461 -20.533 -23.629
H: 9.240 -22.022 -23.106
N: 11.948 -19.811 -22.960
C: 11.296 -19.345 -24.019
N: 10.626 -20.188 -24.672
O: 11.523 -18.032 -24.481
H: 12.759 -19.209 -22.695
H: 11.432 -20.303 -22.203
H: 10.462 -21.210 -24.308
H: 10.091 -20.026 -25.589
N: 11.926 -21.436 -19.741
C: 10.961 -21.708 -20.528
N: 10.373 -20.645 -21.039
O: 10.622 -23.002 -20.848
H: 12.500 -22.235 -19.386
H: 12.244 -20.539 -19.446
H: 9.581 -20.827 -21.659
H: 10.547 -19.686 -20.660
N: 10.637 -18.258 -27.126
C: 10.290 -19.423 -27.561
N: 9.302 -19.898 -26.931
O: 10.847 -20.129 -28.623
H: 11.560 -17.870 -27.411
H: 10.484 -17.882 -26.221
H: 9.023 -20.792 -27.261
H: 8.582 -19.404 -26.356
N: 13.232 -22.057 -23.828
C: 13.562 -22.096 -25.086
N: 12.715 -21.432 -25.895
O: 14.748 -22.617 -25.589
H: 13.788 -22.582 -23.111
H: 12.835 -21.233 -23.413
H: 13.044 -21.204 -26.797
H: 11.964 -20.839 -25.480
C: 5.957 -25.448 -25.362
C: 5.386 -24.150 -24.931
C: 4.948 -24.082 -23.476
O: 6.194 -23.226 -24.994
H: 6.079 -25.432 -26.437
H: 5.271 -26.251 -25.071
H: 6.902 -25.721 -24.843
H: 4.519 -24.025 -25.571
H: 4.397 -23.133 -23.287
H: 5.794 -23.969 -22.769
H: 4.336 -24.927 -23.252
H: 6.968 -23.535 -24.611
C: 5.322 -22.060 -27.935
C: 6.762 -22.335 -28.247
C: 7.280 -21.116 -28.961
O: 7.567 -22.468 -27.301
H: 5.151 -21.184 -27.275
H: 4.899 -22.918 -27.446
H: 4.701 -21.888 -28.831
H: 6.801 -23.317 -28.812
H: 8.298 -21.287 -29.229
H: 7.163 -20.307 -28.248
H: 6.748 -20.881 -29.878
H: 7.132 -22.948 -26.605
C: 13.517 -26.109 -22.733
C: 12.286 -25.325 -22.453
C: 11.091 -25.834 -23.087
O: 12.026 -25.303 -21.262
H: 13.552 -26.343 -23.782
H: 13.449 -26.933 -22.120
H: 14.338 -25.528 -22.379
H: 12.493 -24.296 -22.855
H: 10.977 -26.882 -22.777
H: 11.200 -25.818 -24.152
H: 10.235 -25.222 -22.792
H: 11.547 -24.472 -21.106

Output
Energy above the lowest of the compared OMol25 structures with the same formula, charge and spin = 11.9961 eV
Orbital gap = 8.308 eV
Electronic energy = -52636.6662 eV
SMILES = NC(N)=O.NC(N)=O.NC(N)=O.NC(N)=O.NC(N)=O.NC(N)=O.CC(C)O.CC(C)O.CC(C)O
Multiplicity = 1

Results of the Löwdin charge analysis, in e, for atoms 1 through 5:
1. N 0.0908
2. C -0.5947
3. N 0.2285
4. O -0.0759
5. H 0.0788

=====

Which formula does entry 1 have? C15H46BN8O7Pd